Density functional theory data (ωB97M-V with the def2-TZVPD basis set) for a structure of composition C19H15CoN5O8 in a non-equilibrium geometry.

Geometry (Å):
Co (1.045, -2.765, 1.285)
C (-5.197, 0.470, -1.885)
O (-4.603, 1.553, -2.578)
C (-3.498, 2.113, -2.010)
C (-3.082, 1.871, -0.704)
C (-1.901, 2.417, -0.243)
C (-1.100, 3.227, -1.073)
C (-1.586, 3.539, -2.360)
C (-2.752, 2.975, -2.819)
N (0.147, 3.647, -0.721)
N (0.688, 3.300, 0.387)
C (1.127, 2.084, 0.808)
C (1.351, 1.999, 2.200)
C (1.500, 0.906, 3.053)
C (1.275, -0.441, 2.778)
O (1.347, -1.411, 3.536)
C (1.813, -0.318, 0.393)
N (1.832, -1.424, -0.533)
C (1.704, -1.188, -1.800)
C (1.560, 0.097, -2.359)
C (1.378, 1.180, -1.513)
C (1.394, 1.028, -0.136)
H (-5.921, 0.032, -2.568)
H (-5.716, 0.804, -0.983)
H (-4.455, -0.285, -1.613)
H (-3.670, 1.253, -0.039)
H (-1.566, 2.202, 0.763)
H (-0.997, 4.186, -2.997)
H (-3.112, 3.168, -3.822)
H (1.357, 2.968, 2.684)
H (1.714, 1.118, 4.091)
H (1.722, -2.068, -2.436)
H (1.548, 0.226, -3.431)
H (1.199, 2.155, -1.937)
N (3.054, -2.625, 1.649)
N (3.738, -1.406, 1.518)
C (3.266, -0.252, 0.958)
O (3.995, 0.705, 0.835)
O (0.910, -0.772, 1.434)
H (3.052, -2.918, 2.623)
H (3.500, -3.338, 1.081)
H (4.668, -1.340, 1.898)
O (-2.259, -4.791, 0.948)
C (-1.136, -4.346, 1.043)
O (-0.754, -3.115, 1.071)
C (0.143, -5.309, 1.149)
O (0.056, -6.517, 1.123)
O (1.219, -4.594, 1.252)

The energy above the lowest of the compared OMol25 structures with the same formula, charge and spin comes out at 2.7317 eV. The frontier orbital gap (alpha / beta) comes out at 6.2 / 5.9 eV. The total charge is -1. As for the multiplicity: 5. As for the HOMO energy (alpha / beta): -3.72 / -5.31 eV.

Density functional theory data (ωB97M-V with the def2-TZVPD basis set) for a structure of composition C19H15CrF2N5S in a non-equilibrium geometry.

Geometry (Å):
Cr (-1.944, 0.141, -0.125)
C (1.096, -2.533, 0.993)
C (0.200, -1.408, 0.618)
N (-1.064, -1.516, 0.470)
N (-1.723, -2.706, 0.676)
C (-3.012, -2.558, 0.516)
N (-3.785, -3.640, 0.693)
S (-3.865, -1.078, 0.084)
C (0.693, 0.016, 0.341)
C (2.194, 0.172, 0.513)
C (2.963, 0.852, -0.319)
C (2.386, 1.350, -1.618)
C (1.312, 2.399, -1.364)
N (0.156, 1.924, -1.116)
H (0.508, -3.380, 1.329)
H (1.798, -2.237, 1.771)
H (1.683, -2.830, 0.119)
H (-3.353, -4.516, 0.935)
H (-4.777, -3.598, 0.551)
H (2.616, -0.240, 1.421)
H (4.018, 0.979, -0.115)
H (3.152, 1.662, -2.324)
H (1.497, 3.469, -1.347)
F (-0.392, 0.126, -5.296)
C (-0.078, 0.109, -4.000)
C (-1.188, -0.209, -3.107)
C (-1.044, -0.122, -1.790)
C (0.273, 0.440, -1.186)
C (1.478, 0.232, -2.137)
F (2.039, -1.033, -1.949)
C (1.152, 0.359, -3.585)
C (0.071, 0.955, 1.474)
C (0.856, 1.679, 2.354)
C (0.254, 2.398, 3.378)
C (-1.120, 2.397, 3.517)
C (-1.855, 1.680, 2.595)
N (-1.268, 0.985, 1.619)
H (-2.128, -0.504, -3.557)
H (1.958, 0.546, -4.282)
H (1.929, 1.697, 2.251)
H (0.873, 2.958, 4.067)
H (-1.617, 2.939, 4.308)
H (-2.937, 1.643, 2.624)

The energy above the lowest of the compared OMol25 structures with the same formula, charge and spin comes out at 4.6570 eV. The frontier orbital gap (alpha / beta) comes out at 7.5 / 7.9 eV. The total charge is +1. As for the multiplicity: 4. As for the HOMO energy (alpha / beta): -11.50 / -11.70 eV.

Density functional theory data (ωB97M-V with the def2-TZVPD basis set) for an isolated molecule of C19H15N5 in a non-equilibrium geometry.

Geometry (Å):
C (4.878, -1.146, -3.841)
C (3.783, -1.462, -3.493)
C (2.459, -1.814, -3.012)
N (1.939, -0.847, -2.055)
N (2.017, -1.008, -0.688)
C (1.375, 0.019, -0.255)
C (1.360, 0.271, 1.269)
C (-0.034, 0.473, 1.853)
C (-0.241, 1.667, 2.592)
C (-1.426, 1.898, 3.280)
C (-2.434, 0.954, 3.258)
C (-2.285, -0.192, 2.488)
C (-3.339, -1.115, 2.519)
C (-3.191, -2.359, 1.927)
C (-2.031, -2.696, 1.235)
C (-0.966, -1.762, 1.166)
C (-1.085, -0.493, 1.790)
C (0.835, 0.853, -1.307)
C (-0.007, 1.916, -1.377)
N (-0.530, 2.418, -0.270)
N (-0.368, 2.477, -2.484)
C (0.027, 1.838, -3.580)
N (0.862, 0.782, -3.627)
C (1.230, 0.272, -2.464)
H (5.904, -0.885, -4.052)
H (1.782, -1.808, -3.842)
H (2.477, -2.815, -2.599)
H (1.984, 1.152, 1.410)
H (1.901, -0.507, 1.783)
H (0.535, 2.432, 2.756)
H (-1.512, 2.782, 3.896)
H (-3.343, 1.088, 3.883)
H (-4.246, -0.845, 3.095)
H (-4.018, -3.058, 1.993)
H (-1.925, -3.621, 0.690)
H (-0.081, -2.012, 0.560)
H (-1.249, 3.130, -0.477)
H (-0.726, 1.791, 0.486)
H (-0.311, 2.232, -4.509)

The energy above the lowest of the compared OMol25 structures with the same formula, charge and spin comes out at 2.4820 eV. The frontier orbital gap comes out at 8.3 eV. The SMILES is C#CCn1nc(Cc2cccc3ccccc23)c2c(N)ncnc21. As for the HOMO energy: -8.30 eV.

Density functional theory data (ωB97M-V with the def2-TZVPD basis set) for a structure of composition C19H16Cl2O3PPtS in a non-equilibrium geometry.

Geometry (Å):
Pt (-0.025, -2.404, -0.214)
O (3.916, -2.505, -1.440)
S (2.641, -1.949, -1.148)
O (1.651, -2.020, -2.214)
O (1.953, -2.495, 0.123)
C (2.782, -0.224, -0.754)
C (4.004, 0.397, -0.929)
C (4.112, 1.768, -0.734)
C (2.999, 2.510, -0.376)
C (1.776, 1.880, -0.186)
C (1.656, 0.504, -0.356)
P (0.019, -0.194, -0.004)
C (-1.156, 0.571, -1.128)
C (-1.152, 0.124, -2.453)
C (-1.996, 0.717, -3.375)
C (-2.838, 1.751, -2.983)
C (-2.836, 2.200, -1.670)
C (-1.994, 1.614, -0.738)
C (-0.391, 0.241, 1.696)
C (0.597, 0.622, 2.600)
C (0.264, 0.862, 3.926)
C (-1.047, 0.718, 4.353)
C (-2.034, 0.326, 3.456)
C (-1.708, 0.083, 2.134)
H (4.856, -0.196, -1.234)
H (5.067, 2.256, -0.875)
H (3.076, 3.580, -0.239)
H (0.913, 2.469, 0.105)
H (-0.478, -0.671, -2.756)
H (-1.993, 0.378, -4.402)
H (-3.497, 2.212, -3.708)
H (-3.488, 3.009, -1.372)
H (-1.988, 1.971, 0.284)
H (1.625, 0.726, 2.280)
H (1.034, 1.159, 4.624)
H (-1.302, 0.908, 5.386)
H (-3.057, 0.213, 3.789)
H (-2.485, -0.218, 1.441)
Cl (-2.321, -2.940, -0.186)
C (-2.013, -4.721, -0.177)
Cl (-0.254, -4.973, -0.220)
H (-2.467, -5.136, -1.069)
H (-2.422, -5.121, 0.743)

The energy above the lowest of the compared OMol25 structures with the same formula, charge and spin comes out at 0.0000 eV. The frontier orbital gap comes out at 7.9 eV. The total charge is +1. As for the HOMO energy: -12.12 eV.

Density functional theory data (ωB97M-V with the def2-TZVPD basis set) for a structure of composition C19H16CsF6N5O4S2Se in a non-equilibrium geometry.

Geometry (Å):
Cs (1.533, 0.043, -0.764)
Se (-5.359, -1.072, 4.609)
N (-4.920, -1.866, 3.029)
C (-3.756, -1.342, 2.637)
C (-3.083, -1.734, 1.446)
C (-3.613, -2.700, 0.594)
C (-2.919, -3.082, -0.532)
C (-1.683, -2.464, -0.778)
N (-1.153, -1.538, -0.025)
C (-1.812, -1.139, 1.094)
C (-1.256, -0.140, 1.922)
N (-0.076, 0.442, 1.580)
C (0.431, 1.367, 2.349)
C (-0.167, 1.822, 3.537)
C (-1.362, 1.252, 3.914)
C (-1.945, 0.260, 3.127)
C (-3.179, -0.350, 3.486)
N (-3.854, -0.045, 4.597)
H (-4.572, -3.137, 0.843)
H (-3.310, -3.832, -1.208)
H (-1.103, -2.752, -1.655)
H (1.380, 1.798, 2.029)
H (0.304, 2.593, 4.135)
H (-1.874, 1.556, 4.818)
F (7.081, 0.592, 0.688)
C (6.335, 1.266, -0.193)
F (6.610, 0.802, -1.411)
F (6.790, 2.533, -0.172)
S (4.469, 1.195, 0.212)
O (3.879, 0.791, -1.030)
O (4.188, 2.507, 0.695)
N (4.359, 0.080, 1.311)
S (4.334, -1.342, 0.607)
O (5.493, -1.594, -0.192)
O (3.074, -1.747, 0.078)
C (4.560, -2.457, 2.108)
F (3.541, -2.385, 2.958)
F (5.673, -2.205, 2.804)
F (4.649, -3.733, 1.699)
C (-1.076, 0.467, -4.559)
C (-1.587, 1.501, -3.544)
C (-2.288, 2.643, -4.311)
C (-2.619, 0.828, -2.619)
C (-0.447, 1.998, -2.692)
H (-1.893, 0.102, -5.185)
H (-0.626, -0.373, -4.030)
H (-0.315, 0.917, -5.198)
H (-3.077, 2.259, -4.963)
H (-1.568, 3.182, -4.926)
H (-2.735, 3.351, -3.614)
H (-3.422, 0.369, -3.198)
H (-3.055, 1.559, -1.939)
H (-2.141, 0.060, -2.014)
H (-0.835, 2.896, -2.155)

The energy above the lowest of the compared OMol25 structures with the same formula, charge and spin comes out at 2.0022 eV. The frontier orbital gap (alpha / beta) comes out at 3.9 / 4.2 eV. The total charge is -2. As for the HOMO energy (alpha / beta): -0.02 / -0.31 eV.